(1)
Density functional theory data (the ωB97M-V functional and the def2-TZVPD basis) for 2 unconnected molecules or ions with the total composition C6H16B2Cl4O4P in a non-equilibrium geometry.

HOMO energy   -2.946 eV
Orbital gap   5.252 eV
ΔE to the lowest compared entry with this formula, charge and spin   78.2 kJ/mol
LUMO level   0.085 Ha
Max |F|   0.031 Eh/bohr
Net charge   -1

Each line ends with the Mulliken charge.
Atoms and positions in Å:
C1 -0.560 1.319 -3.734  -0.7035
C2 0.776 0.542 -3.858  -0.5013
C3 1.297 -0.137 -2.558  -0.2806
O1 0.539 0.134 -1.426  -0.4212
B1 0.657 -0.878 -0.349  0.8644
C4 1.439 -0.308 1.017  -0.5105
B2 2.791 0.462 0.747  0.5688
O2 3.931 0.138 1.568  -0.5751
O3 2.987 1.486 -0.212  -0.5383
P1 -1.191 -1.337 0.197  -0.4161
C5 -2.197 0.232 0.070  -0.4167
O4 -1.154 -1.645 1.902  -0.2678
H1 -1.305 0.885 -4.410  0.2635
H2 -0.417 2.351 -4.086  0.2844
H3 -0.962 1.390 -2.724  -0.0269
H4 0.660 -0.219 -4.638  0.2867
H5 1.537 1.237 -4.235  0.2823
H6 1.423 -1.211 -2.764  0.2339
H7 2.321 0.245 -2.381  0.1092
H8 1.135 -1.925 -0.734  -0.3054
H9 1.594 -1.150 1.705  0.0236
H10 0.728 0.370 1.529  0.0791
H11 4.222 -0.741 1.364  0.2692
H12 2.756 2.317 0.184  0.2349
H13 -3.275 0.053 0.016  0.3389
H14 -1.879 0.843 -0.780  -0.0826
H15 -2.026 0.868 0.963  0.0732
H16 -0.877 -2.538 2.047  0.1880
C6 -2.988 -0.556 5.112  0.3274
Cl1 -1.343 -1.190 5.265  -0.0837
Cl2 -3.148 0.329 3.592  -0.0462
Cl3 -4.143 -1.901 5.139  -0.1277
Cl4 -3.326 0.535 6.472  -0.1239

=====

(2)
Density functional theory data (the ωB97M-V functional and the def2-TZVPD basis) for a single C3H3Br2ClO2S molecule in a non-equilibrium geometry.

HOMO energy (alpha / beta)   -8.306 / -10.405 eV
2S+1   3
Orbital gap (alpha / beta)   8.600 / 7.798 eV
LUMO level (alpha / beta)   0.011 / -0.096 Ha
Max |F|   0.097 Eh/bohr
Net charge   0

Each line ends with the Mulliken spin population.
Atoms and positions in Å:
C1 -0.588 -0.084 -0.456  0.8348
C2 1.844 0.217 0.615  -0.0590
C3 1.835 -0.903 -0.319  0.7168
O1 -0.033 2.035 1.104  0.0756
O2 0.838 2.023 -1.185  0.0168
S1 0.421 1.310 -0.064  0.0479
Cl1 2.456 -0.668 -1.892  0.1020
Br1 3.513 1.172 0.588  0.0725
Br2 1.502 -2.603 0.321  0.0942
H1 -1.347 0.153 -1.202  0.0522
H2 -0.860 -0.533 0.388  0.0318
H3 1.418 -0.159 1.499  0.0144

=====

(3)
Density functional theory data (the ωB97M-V functional and the def2-TZVPD basis) for a molecular structure, C6H11N2 in a non-equilibrium geometry.

HOMO energy   -14.364 eV
Orbital gap   9.026 eV
ΔE to the lowest compared entry with this formula, charge and spin   433.4 kJ/mol
LUMO level   -0.196 Ha
Max |F|   0.061 Eh/bohr
Net charge   +1

Each line ends with the Mulliken charge.
Atoms and positions in Å:
C1 0.270 -0.301 0.292  0.7037
C2 0.387 -1.037 -0.767  0.0323
C3 0.102 0.619 1.326  -0.3381
C4 0.947 -2.281 -1.288  -1.1345
C5 0.980 2.329 2.658  -0.6754
C6 -1.891 -0.392 -1.657  -0.7606
N1 1.048 1.437 1.583  -0.2460
N2 -0.490 -0.125 -1.463  -0.1301
H1 -0.838 0.552 1.896  0.3833
H2 1.688 -2.057 -2.057  0.3221
H3 0.162 -2.878 -1.752  0.3358
H4 1.422 -2.852 -0.495  0.3606
H5 1.770 2.044 3.363  0.2902
H6 0.012 2.369 3.172  0.3245
H7 1.279 3.316 2.291  0.2784
H8 -2.510 0.433 -1.297  0.3125
H9 -2.084 -0.534 -2.723  0.3291
H10 -2.168 -1.304 -1.128  0.3191
H11 -0.084 0.663 -1.952  0.2930

=====

(4)
Density functional theory data (the ωB97M-V functional and the def2-TZVPD basis) for a molecular structure, C6H7ClINO in a non-equilibrium geometry.

HOMO energy   -8.711 eV
Orbital gap   8.800 eV
ΔE to the lowest compared entry with this formula, charge and spin   109.9 kJ/mol
LUMO level   0.003 Ha
Max |F|   0.090 Eh/bohr
Net charge   0

Each line ends with the Mulliken charge.
Atoms and positions in Å:
C1 0.714 -0.768 1.705  -0.2968
C2 0.919 1.497 0.696  0.0155
C3 0.171 -1.418 0.653  0.1468
C4 0.683 0.706 1.996  -0.7008
C5 -0.421 -0.559 -0.370  0.2212
C6 -0.873 -0.150 -2.708  -0.6652
N1 0.630 1.122 -0.420  -0.4593
O1 -0.415 -0.945 -1.649  -0.3297
Cl1 0.191 -3.119 0.368  -0.1694
I1 -2.326 0.206 0.326  0.1197
H1 1.044 -1.297 2.526  0.4616
H2 1.494 2.511 0.774  0.3033
H3 -0.336 1.203 2.197  0.1857
H4 1.380 0.794 2.905  0.3352
H5 -0.318 -0.549 -3.667  0.2415
H6 -0.417 0.885 -2.561  0.3401
H7 -2.120 -0.118 -2.771  0.2507

=====

(5)
Density functional theory data (the ωB97M-V functional and the def2-TZVPD basis) for a single C16H16ClNO2S molecule.

HOMO energy   -8.456 eV
Orbital gap   9.071 eV
ΔE to the lowest compared entry with this formula, charge and spin   77.9 kJ/mol
LUMO level   0.023 Ha
Max |F|   0.012 Eh/bohr
Net charge   0
SMILES   O=C(COc1ccc(Cl)cc1)NCCSc1ccccc1

Each line ends with the Mulliken charge.
Atoms and positions in Å:
O1 0.329 -0.477 3.076  -0.6966
C1 0.264 -0.350 1.873  0.6331
N1 -0.825 0.083 1.212  0.1427
H1 -0.773 0.185 0.209  0.1528
C2 -2.009 0.558 1.884  -0.7628
C3 -2.443 1.929 1.383  -0.6795
H2 -2.661 1.910 0.316  0.3190
H3 -3.334 2.253 1.919  0.4411
S1 -1.204 3.230 1.720  -0.1257
C4 0.093 2.855 0.562  0.4610
C5 1.403 2.965 1.010  -0.4757
C6 2.451 2.711 0.144  -0.6198
C7 2.200 2.339 -1.167  -0.4855
C8 0.893 2.244 -1.614  -0.3354
C9 -0.160 2.514 -0.760  -0.5920
H4 -1.174 2.467 -1.132  0.4081
H5 0.689 1.970 -2.638  0.4479
H6 3.018 2.128 -1.838  0.4007
H7 3.468 2.798 0.497  0.3804
H8 1.588 3.244 2.036  0.4081
H9 -1.767 0.595 2.950  0.4119
H10 -2.835 -0.150 1.732  0.3372
C10 1.458 -0.671 0.967  -0.6340
O2 1.150 -0.789 -0.402  -0.4160
C11 0.470 -1.895 -0.829  0.4503
C12 -0.051 -2.881 0.002  -0.1066
C13 -0.730 -3.957 -0.544  -0.8823
C14 -0.896 -4.048 -1.915  0.3204
C15 -0.386 -3.067 -2.753  -0.5706
C16 0.293 -1.997 -2.209  -0.4158
H11 0.704 -1.223 -2.838  0.4275
H12 -0.518 -3.145 -3.820  0.4093
Cl1 -1.747 -5.393 -2.590  -0.2218
H13 -1.132 -4.722 0.101  0.4023
H14 0.057 -2.821 1.074  0.3741
H15 1.966 -1.563 1.350  0.3461
H16 2.151 0.174 1.031  0.3460

=====

(6)
Density functional theory data (the ωB97M-V functional and the def2-TZVPD basis) for a single C3H4Cl3F3Si molecule in a non-equilibrium geometry.

HOMO energy   -11.284 eV
Orbital gap   11.674 eV
ΔE to the lowest compared entry with this formula, charge and spin   0.0 kJ/mol
LUMO level   0.014 Ha
Max |F|   0.049 Eh/bohr
Net charge   0
SMILES   FC(F)(F)CC[Si](Cl)(Cl)Cl

Each line ends with the Mulliken charge.
Atoms and positions in Å:
F1 -0.992 -1.792 0.161  -0.2442
F2 -1.969 -0.007 -0.692  -0.2179
F3 -1.229 -1.664 -2.047  -0.2716
Cl1 -1.084 0.145 2.602  -0.2476
Cl2 1.392 2.332 2.409  -0.2586
Cl3 -1.007 2.479 -0.020  -0.2513
C1 -1.031 -0.958 -0.889  0.9142
C2 0.361 -0.336 -1.008  -0.9506
C3 1.040 -0.168 0.325  -0.7983
Si1 0.124 1.197 1.280  0.8118
H1 0.297 0.639 -1.490  0.3895
H2 0.948 -0.960 -1.690  0.3347
H3 1.094 -1.095 0.886  0.4012
H4 2.057 0.189 0.173  0.3886

=====

(7)
Density functional theory data (the ωB97M-V functional and the def2-TZVPD basis) for a gas-phase ion, C11H14NOS (charge +1) in a non-equilibrium geometry.

HOMO energy   -12.012 eV
Orbital gap   7.856 eV
ΔE to the lowest compared entry with this formula, charge and spin   196.9 kJ/mol
LUMO level   -0.153 Ha
Max |F|   0.158 Eh/bohr
Net charge   +1

Each line ends with the Mulliken charge.
Atoms and positions in Å:
C1 3.798 -0.589 0.412  -0.5541
C2 3.137 0.594 0.905  -0.6054
C3 3.294 -1.299 -0.639  -0.7248
C4 2.007 0.984 0.267  -0.1926
C5 2.089 -0.923 -1.174  -0.2587
C6 1.431 0.236 -0.731  0.5691
C7 -2.968 -0.233 0.021  0.6063
C8 -1.031 -1.498 0.349  -0.5954
C9 -0.727 0.067 0.327  -0.1884
C10 -2.478 1.854 0.749  -1.2086
C11 0.028 0.525 -1.079  -0.7909
N1 -2.056 0.545 0.408  0.2505
O1 -2.183 -1.669 -0.432  -0.4333
S1 -4.582 -0.209 -0.469  -0.1762
H1 4.472 -0.972 1.155  0.3777
H2 3.555 1.206 1.669  0.4428
H3 3.681 -2.144 -1.047  0.5006
H4 1.512 2.051 0.536  0.2341
H5 1.581 -1.534 -1.988  0.3070
H6 -0.211 -1.982 -0.137  0.3544
H7 -1.239 -1.955 1.298  0.3395
H8 -0.069 0.306 1.217  0.5365
H9 -1.789 2.246 1.510  0.3196
H10 -3.438 1.887 1.132  0.5042
H11 -2.504 2.477 -0.072  0.4817
H12 -0.211 1.613 -1.327  0.3145
H13 -0.276 -0.186 -1.885  0.3500
H14 -4.824 -1.395 -0.973  0.2400

=====

(8)
Density functional theory data (the ωB97M-V functional and the def2-TZVPD basis) for 5 unconnected molecules or ions with the total composition C5H20N10O5 in a non-equilibrium geometry.

HOMO energy   -9.262 eV
Orbital gap   9.499 eV
ΔE to the lowest compared entry with this formula, charge and spin   373.5 kJ/mol
LUMO level   0.009 Ha
Max |F|   0.138 Eh/bohr
Net charge   0
SMILES   NC(N)=O.NC(N)=O.NC(N)=O.NC(N)=O.NC(N)=O

Each line ends with the Mulliken charge.
Atoms and positions in Å:
C1 -6.487 0.991 -0.845  0.6065
O1 -5.420 0.534 -1.088  -0.6265
N1 -7.324 1.764 -1.564  -0.3823
N2 -7.008 0.698 0.300  -0.4010
H1 -8.255 2.061 -1.309  0.1624
H2 -7.075 2.064 -2.496  0.2106
H3 -6.350 0.403 1.006  0.2395
H4 -7.827 1.243 0.527  0.1885
C2 -0.659 0.870 -0.771  0.6415
O2 0.424 1.213 -0.344  -0.6707
N3 -1.670 1.624 -0.794  -0.3514
N4 -0.901 -0.322 -1.311  -0.4635
H5 -2.592 1.222 -0.882  0.1701
H6 -1.521 2.513 -0.338  0.2323
H7 -0.098 -0.851 -1.003  0.2572
H8 -1.864 -0.606 -1.424  0.1958
C3 1.161 -5.712 1.504  0.5920
O3 1.208 -5.969 0.323  -0.6360
N5 0.254 -4.900 2.031  -0.4312
N6 1.969 -6.126 2.425  -0.4100
H9 -0.050 -4.782 2.987  0.1903
H10 -0.476 -4.656 1.378  0.2280
H11 1.755 -6.044 3.409  0.2143
H12 2.460 -6.878 1.963  0.2528
C4 2.837 3.050 -3.933  0.6641
O4 3.510 3.712 -4.726  -0.7053
N7 2.901 3.159 -2.667  -0.4112
N8 1.987 2.183 -4.265  -0.3360
H13 2.109 2.828 -2.136  0.1971
H14 3.269 4.083 -2.492  0.2369
H15 1.485 1.707 -3.529  0.1409
H16 1.734 2.111 -5.240  0.2031
C5 4.281 1.136 3.428  0.6336
O5 3.605 1.760 4.184  -0.6409
N9 5.427 0.662 3.845  -0.4364
N10 3.940 0.810 2.200  -0.3370
H17 5.456 0.924 4.820  0.2338
H18 6.188 0.378 3.245  0.1998
H19 4.594 0.172 1.769  0.1648
H20 3.022 0.970 1.810  0.1838

=====

- Number 6 is which compound?
  C3H4Cl3F3Si

=====

- What is the formula in the second record?
  C3H3Br2ClO2S

=====

- Look up the max |F| of the fifth one.
  0.012 Eh/bohr